C3H2ClFS in the gas phase at a distorted geometry. Source: OMol25; level of theory: wB97M-V/def2-TZVPD.

XYZ file:
```
8
C3H2ClFS, DFT wB97M-V/def2-TZVPD
C -1.139 0.260 -0.079
C 0.270 0.514 -0.017
C 1.130 -0.599 0.226
H 0.468 1.651 -0.163
H 0.478 -1.452 0.827
F -1.951 1.243 -0.219
S 2.774 -0.352 -0.319
Cl -2.029 -1.265 -0.255
```

Computed properties:
LUMO energy in eV: -1.287
Calculated total energy in eV: -29215.76491
Total charge: 0
Structure (SMILES): F/C(Cl)=C/C=S
Relative energy (zero: lowest compared OMol25 entry of this formula, charge and spin) in kcal per mole: 32.11
Molar mass in g mol⁻¹: 124.57
HOMO-LUMO gap in Eh: 0.278
Spin multiplicity: 1